1.
# C4H5N3O3

An isolated molecule of C4H5N3O3 (ωB97M-V with the def2-TZVPD basis set, the Open Molecules 2025 dataset).

For the total energy, the calculation gives -14838.1685 eV. The charge is 0.

XYZ file:
```
15
C4H5N3O3 | the Open Molecules 2025 dataset | ωB97M-V with the def2-TZVPD basis set
O 3.12 0.88 0.48
C 1.91 1.36 0.30
O 1.27 0.93 -0.90
C 0.63 0.24 0.15
O 1.12 -1.05 0.22
N -0.80 0.44 0.15
C -1.77 -0.39 0.60
C -2.89 0.28 0.26
N -2.56 1.46 -0.27
N -1.27 1.54 -0.33
H 3.08 0.00 0.07
H 1.62 2.33 0.66
H 0.48 -1.60 -0.31
H -1.84 -1.28 1.11
H -4.00 0.10 0.47
```

---

2.
# Cl7CuO28

A structure of composition Cl7CuO28 (ωB97M-V with the def2-TZVPD basis set, the Open Molecules 2025 dataset).

For the total energy, the calculation gives -189553.2659 eV. The charge is -6.

XYZ file:
```
36
Cl7CuO28 | the Open Molecules 2025 dataset | ωB97M-V with the def2-TZVPD basis set
Cu -9.93 -18.82 8.20
Cl -13.82 -19.66 4.62
O -14.55 -19.05 5.73
O -14.37 -19.61 3.27
O -12.86 -18.62 4.39
O -13.15 -20.84 4.83
Cl -6.54 -15.36 8.92
O -7.65 -15.88 9.68
O -5.91 -16.60 8.26
O -6.71 -14.35 7.91
O -5.78 -14.86 9.95
Cl -12.09 -14.36 4.62
O -12.06 -12.99 4.95
O -11.89 -15.00 5.90
O -13.48 -14.66 4.04
O -11.15 -14.61 3.63
Cl -12.72 -16.79 9.86
O -12.01 -16.00 10.85
O -12.01 -18.07 9.60
O -14.12 -17.19 10.13
O -12.76 -15.91 8.78
Cl -4.77 -20.89 10.25
O -4.15 -21.05 11.46
O -5.04 -22.15 9.57
O -5.96 -20.19 10.53
O -3.98 -20.09 9.31
Cl -9.94 -21.43 9.87
O -10.63 -21.92 11.05
O -9.07 -20.24 9.96
O -8.98 -22.34 9.32
O -11.10 -21.28 9.03
Cl -8.82 -18.36 4.10
O -9.67 -18.14 5.30
O -9.61 -18.51 2.82
O -8.06 -17.24 4.13
O -8.10 -19.58 4.22
```

---

3.
# C2H8N4S2

A structure of composition C2H8N4S2 (ωB97M-V with the def2-TZVPD basis set, the Open Molecules 2025 dataset).

For the total energy, the calculation gives -29829.6072 eV. The charge is 0.

XYZ file:
```
16
C2H8N4S2 | the Open Molecules 2025 dataset | ωB97M-V with the def2-TZVPD basis set
C 2.02 0.56 1.14
C -0.08 0.35 0.14
H 1.65 -0.12 1.95
H 3.16 0.25 1.18
H 1.82 1.75 1.14
H 0.43 -2.39 0.00
H -1.66 1.66 0.12
H 1.07 2.81 -0.47
H 0.54 1.76 -1.61
H -2.81 -1.56 -1.09
N 1.27 0.06 0.02
N -0.56 1.63 0.08
N 0.14 2.34 -0.90
N -0.88 -0.72 0.20
S 1.51 -1.52 -0.53
S -2.48 -0.53 0.23
```

---

4.
# C44H22F5IN5OSeTa

A structure of composition C44H22F5IN5OSeTa (ωB97M-V with the def2-TZVPD basis set, the Open Molecules 2025 dataset).

For the total energy, the calculation gives -144065.7872 eV. The charge is 0.

XYZ file:
```
80
C44H22F5IN5OSeTa | the Open Molecules 2025 dataset | ωB97M-V with the def2-TZVPD basis set
Ta -0.82 -0.09 0.22
I -3.12 1.69 2.02
C -3.28 2.91 0.34
C -3.93 4.12 0.45
C -4.06 4.92 -0.69
C -3.55 4.46 -1.90
C -2.90 3.24 -2.00
C -2.34 2.79 -3.29
C -1.69 1.63 -3.43
C -1.53 0.68 -2.28
C -1.96 1.22 -0.93
C -2.72 2.43 -0.85
H -4.34 4.45 1.40
H -4.56 5.88 -0.62
H -3.66 5.07 -2.79
H -2.48 3.44 -4.15
H -1.30 1.32 -4.40
H -2.13 -0.21 -2.53
Se 3.90 -7.23 -0.63
N 4.13 -5.84 0.44
C 3.16 -5.02 0.17
C 3.01 -3.71 0.81
C 3.94 -3.24 1.73
C 3.78 -1.98 2.25
C 2.69 -1.23 1.83
N 1.78 -1.66 0.96
C 1.94 -2.89 0.45
C 0.99 -3.31 -0.61
N 0.01 -2.46 -0.93
C -0.76 -2.76 -1.97
C -0.65 -3.93 -2.71
C 0.31 -4.84 -2.34
C 1.15 -4.53 -1.27
C 2.24 -5.43 -0.87
N 2.45 -6.58 -1.43
H 4.78 -3.88 2.01
H 4.49 -1.56 2.95
H 2.56 -0.24 2.22
H -1.54 -2.05 -2.22
H -1.32 -4.12 -3.54
H 0.45 -5.78 -2.86
O -3.32 -3.63 0.22
C -2.83 -2.55 0.17
N -2.34 -1.45 0.10
F 1.35 2.48 1.38
C 0.97 1.66 2.35
C 0.09 0.62 2.11
C -0.22 -0.18 3.18
F -1.06 -1.21 2.95
C 0.27 0.00 4.44
F -0.07 -0.79 5.46
C 1.15 1.04 4.64
F 1.67 1.23 5.84
C 1.51 1.87 3.60
F 2.37 2.86 3.82
C -0.10 0.26 -1.90
C 0.98 0.29 -2.64
C 2.03 0.35 -3.43
C 2.80 1.63 -3.59
C 2.24 2.86 -3.26
C 2.92 4.05 -3.49
C 4.20 4.03 -4.04
C 4.79 2.81 -4.33
C 4.10 1.62 -4.11
C 2.40 -0.85 -4.26
C 2.60 -2.09 -3.66
C 2.96 -3.20 -4.42
C 3.11 -3.09 -5.79
C 2.90 -1.86 -6.41
C 2.56 -0.75 -5.65
H 1.24 2.89 -2.85
H 2.45 5.00 -3.24
H 4.73 4.96 -4.23
H 5.80 2.78 -4.74
H 4.58 0.68 -4.34
H 2.51 -2.16 -2.58
H 3.13 -4.16 -3.94
H 3.40 -3.96 -6.38
H 3.01 -1.76 -7.48
H 2.41 0.21 -6.13
```

---

5.
# C48H58Br2N3O2P2TeTi

A structure of composition C48H58Br2N3O2P2TeTi (ωB97M-V with the def2-TZVPD basis set, the Open Molecules 2025 dataset).

For the total energy, the calculation gives -248351.5746 eV. The charge is +1.

XYZ file:
```
117
C48H58Br2N3O2P2TeTi | the Open Molecules 2025 dataset | ωB97M-V with the def2-TZVPD basis set
Ti 1.03 1.07 0.19
O 0.24 4.12 -2.03
C 0.99 3.98 -3.17
C 0.98 5.04 -4.07
C 1.71 4.95 -5.25
C 2.46 3.81 -5.53
C 2.46 2.76 -4.62
C 1.71 2.82 -3.45
C 1.66 1.60 -2.58
O 1.82 1.86 -1.21
N 0.38 0.85 -2.70
N -0.44 1.12 -1.61
C -1.67 1.35 -1.83
C -2.59 1.83 -0.82
Br -1.77 2.61 0.72
C -3.92 1.88 -0.96
C -4.68 1.28 -2.06
C -5.83 1.93 -2.51
C -6.57 1.41 -3.55
C -6.19 0.22 -4.15
C -5.07 -0.45 -3.70
C -4.32 0.07 -2.65
H 0.66 3.63 -1.32
H 0.41 5.93 -3.83
H 1.70 5.78 -5.94
H 3.05 3.75 -6.43
H 3.04 1.87 -4.83
H 2.46 0.92 -2.89
H -0.09 1.06 -3.58
H -2.06 1.31 -2.85
H -4.49 2.43 -0.22
H -6.14 2.86 -2.04
H -7.46 1.93 -3.90
H -6.77 -0.19 -4.97
H -4.78 -1.40 -4.14
H -3.47 -0.49 -2.27
C 1.53 -3.64 -4.67
C 0.99 -2.50 -3.81
C -0.54 -2.44 -3.95
P 1.38 -2.49 -1.97
C 1.99 -4.23 -1.61
C 3.49 -4.49 -1.75
C 1.51 -4.65 -0.22
C 2.90 -1.45 -1.91
C 3.86 -1.43 -2.93
C 4.98 -0.63 -2.88
C 5.19 0.19 -1.77
C 4.26 0.21 -0.75
C 3.12 -0.59 -0.82
N 2.14 -0.46 0.22
C 2.25 -1.36 1.31
C 3.43 -2.05 1.56
C 3.52 -2.91 2.65
C 2.44 -3.09 3.49
C 1.26 -2.42 3.24
C 1.14 -1.56 2.15
P -0.37 -0.69 1.66
C -1.32 -0.17 3.15
C -2.00 -1.26 3.99
C -0.48 0.73 4.06
C -1.36 -1.96 0.73
C -2.80 -1.49 0.52
C -1.31 -3.37 1.32
H 1.27 -3.46 -5.71
H 1.09 -4.60 -4.39
H 2.62 -3.75 -4.61
H 1.40 -1.56 -4.17
H -1.00 -3.35 -3.54
H -0.83 -2.37 -5.00
H -0.95 -1.59 -3.41
H 1.46 -4.84 -2.34
H 4.06 -3.89 -1.04
H 3.87 -4.28 -2.75
H 3.70 -5.54 -1.54
H 1.92 -4.01 0.56
H 1.83 -5.68 -0.01
H 0.43 -4.61 -0.16
H 3.71 -2.06 -3.80
H 5.70 -0.64 -3.69
H 6.07 0.82 -1.71
H 4.39 0.86 0.11
H 4.29 -1.92 0.91
H 4.45 -3.43 2.83
H 2.51 -3.76 4.34
H 0.41 -2.59 3.88
H -2.12 0.44 2.71
H -1.28 -1.83 4.57
H -2.60 -1.96 3.41
H -2.66 -0.77 4.70
H 0.43 0.22 4.39
H -1.06 1.00 4.94
H -0.20 1.66 3.56
H -0.85 -1.98 -0.24
H -3.38 -1.53 1.45
H -3.29 -2.14 -0.20
H -2.85 -0.47 0.15
H -1.84 -3.44 2.27
H -0.30 -3.72 1.46
H -1.81 -4.05 0.62
Br 1.85 2.46 1.89
C -2.43 4.60 4.93
Te -0.88 4.91 3.48
C 0.42 4.26 5.05
C -0.46 3.48 6.00
C 0.09 2.60 6.93
C -0.73 1.89 7.79
C -2.11 2.05 7.73
C -2.66 2.92 6.81
C -1.84 3.64 5.94
H -3.30 4.18 4.44
H -2.70 5.55 5.38
H 0.87 5.12 5.53
H 1.21 3.63 4.64
H 1.16 2.48 6.98
H -0.30 1.20 8.51
H -2.75 1.49 8.39
H -3.73 3.05 6.76
```

---

6.
# C4H4HgMgO3

A structure of composition C4H4HgMgO3 (ωB97M-V with the def2-TZVPD basis set, the Open Molecules 2025 dataset).

For the total energy, the calculation gives -19953.3997 eV. The charge is +2. Its expectation value of S² is 2.011. Its spin multiplicity is 3.

XYZ file:
```
13
C4H4HgMgO3 | the Open Molecules 2025 dataset | ωB97M-V with the def2-TZVPD basis set
O 3.01 -0.81 -0.55
C 1.99 -0.31 0.00
O 2.03 0.89 0.42
O 0.93 -1.07 0.16
C -0.24 -0.53 0.75
Mg 3.93 0.96 -0.27
H 0.02 0.20 1.53
H -0.77 -1.36 1.22
C -1.11 0.18 -0.27
C -2.46 0.04 -0.30
H -1.74 -0.43 -1.29
H -0.60 0.97 -0.86
Hg -4.99 1.28 -0.55
```